No. 1
DFT (wB97M-V/def2-TZVPD) results for C50H58I2N6O3PRb as an isolated structure at a distorted geometry.

Geometry (Å):
Rb 0.68976 0.68632 -0.55250
C -5.27097 4.27571 -2.38126
C -4.25957 3.47610 -1.59845
C -4.62050 2.30613 -0.99263
C -3.60832 1.37979 -0.36570
C -2.43092 2.19034 0.15555
N -1.78620 1.70639 1.30236
C -1.80674 2.40487 2.43147
C -2.66291 3.53233 2.65892
C -2.83405 4.09499 3.89954
C -2.13553 3.64091 5.02734
C -2.34280 4.25394 6.39049
C -1.23868 2.60473 4.82366
C -1.05870 2.00721 3.58356
N -0.13419 0.92160 3.51864
C -0.10978 -0.12617 4.37245
C 0.97629 -0.90668 4.03488
C 1.55325 -0.23745 2.94124
N 0.87278 0.86258 2.64369
C -2.11431 3.36550 -0.48183
C -2.94894 3.97077 -1.45518
N -0.96225 4.11042 -0.07307
C -0.92539 5.44607 0.11001
C 0.37102 5.77744 0.44795
C 1.04924 4.55062 0.44633
N 0.23471 3.55192 0.13266
H -6.28261 3.92320 -2.16558
H -5.21310 5.33933 -2.13352
H -5.09000 4.17222 -3.45586
H -5.66949 2.01823 -0.94143
H -4.05163 0.91560 0.52553
H -3.23998 3.89796 1.81760
H -3.54122 4.91285 4.01724
H -3.35873 4.64458 6.48515
H -2.19040 3.51408 7.18032
H -1.65348 5.08552 6.58155
H -0.63978 2.24456 5.65711
H -0.86163 -0.25291 5.13164
H 1.29517 -1.82231 4.50569
H 2.41600 -0.52161 2.35586
H -2.61205 4.84871 -1.99660
H -1.81212 6.04570 0.00927
H 0.76349 6.75824 0.65977
H 2.08974 4.35759 0.65506
I -1.98621 0.87489 -2.99900
C -0.70760 1.56753 -5.38610
I 1.33488 0.95438 -5.99767
H -0.69114 2.65468 -5.54792
H -1.31834 1.14415 -6.19426
C 3.74066 2.09086 0.22632
C 4.95410 1.20649 -0.07232
C 4.85299 0.59057 -1.46768
C 5.10435 0.12369 1.00943
C 6.53044 -0.45698 1.13188
O 6.34382 -1.87369 1.10752
C 5.01540 -2.07766 0.80381
N 4.29096 -1.04123 0.74118
C 4.59635 -3.45296 0.59304
C 5.53718 -4.47221 0.80524
C 5.21575 -5.79496 0.61050
C 3.93605 -6.13908 0.18706
C 3.00008 -5.14515 -0.03063
C 3.28991 -3.79590 0.16220
P 1.99230 -2.52293 -0.18398
C 0.54706 -3.52505 0.40516
C 0.50602 -3.70903 1.78912
C -0.51455 -4.42436 2.38829
C -1.52987 -4.96313 1.60863
C -1.49964 -4.78846 0.23476
C -0.46902 -4.07784 -0.36593
C 1.81017 -2.75030 -2.00510
C 2.71793 -3.44746 -2.80100
C 2.50960 -3.55788 -4.16975
C 1.40434 -2.96722 -4.76222
C 0.51183 -2.24198 -3.98577
C 0.71991 -2.13038 -2.62314
H 3.53630 2.75973 -0.61086
H 3.92476 2.68596 1.12228
H 2.85143 1.47981 0.40509
H 5.85831 1.82560 -0.02502
H 3.97749 -0.05709 -1.52599
H 5.73536 -0.01426 -1.69730
H 4.76148 1.36902 -2.22444
H 4.79291 0.55932 1.96567
H 7.03076 -0.17464 2.05868
H 7.16241 -0.16249 0.28785
H 6.52982 -4.18953 1.12870
H 5.95444 -6.56838 0.78064
H 3.67597 -7.17673 0.02166
H 2.01160 -5.42378 -0.37163
H 1.29313 -3.27365 2.39687
H -0.53041 -4.55767 3.46356
H -2.34663 -5.50072 2.07416
H -2.29087 -5.20140 -0.37933
H -0.46451 -3.95661 -1.44056
H 3.59464 -3.89920 -2.35459
H 3.22181 -4.10440 -4.77746
H 1.25078 -3.04657 -5.83059
H -0.33250 -1.73724 -4.43886
H 0.02344 -1.55310 -2.02547
O -1.20594 -0.99310 1.20450
H -1.43901 -0.01681 1.31497
H -0.72693 -1.22666 2.00815
O 1.16914 2.73394 -2.69958
H 0.22539 2.92135 -2.57945
H 1.19767 2.28338 -3.55932
C -5.12295 -0.49080 -2.79326
C -4.19228 -0.88335 -1.63755
C -5.05471 -1.22902 -0.41522
C -3.44951 -2.16744 -2.04319
C -3.13426 0.18739 -1.25336
H -5.84546 -1.29718 -2.97430
H -4.55824 -0.32572 -3.70971
H -5.67254 0.41977 -2.56776
H -5.72559 -2.06085 -0.65705
H -5.66924 -0.38211 -0.10620
H -4.42159 -1.52788 0.42500
H -4.16369 -2.97405 -2.24727
H -2.78269 -2.48944 -1.23757
H -2.85252 -2.00035 -2.94131
H -2.38716 -0.34238 -0.65418

Its total charge is -2. The value obtained for the total energy is -94019.129 eV. The orbital gap is 2.8 eV. Its HOMO energy is 0.438 eV. The value obtained for the relative energy (zero: lowest compared OMol25 entry of this formula, charge and spin) is 0.0 kJ/mol.

***

No. 2
DFT (wB97M-V/def2-TZVPD) results for C3H7N3O3 as an isolated structure.

Geometry (Å):
C -0.37108 1.09096 -1.09777
N -0.86426 0.38073 0.16757
C -1.11043 -1.05032 0.05781
C 0.74676 0.92868 0.89450
N -0.21240 -1.68276 -0.73048
N 1.45139 -0.11483 1.40093
O 0.95470 0.82550 -1.01861
O -2.02585 -1.55715 0.66258
O 0.64752 2.03639 1.31644
H -1.61007 0.80724 0.71537
H 0.46519 -1.12415 -1.24996
H -0.39895 -2.64395 -0.96356
H 2.22224 0.17112 1.98822
H 1.62366 -0.89468 0.78750
H -0.87800 0.68067 -1.98233
H -0.64042 2.14655 -0.94821

Its total charge is 0. The value obtained for the total energy is -13836.601 eV. The orbital gap is 10.4 eV. Its HOMO energy is -9.767 eV. The value obtained for the relative energy (zero: lowest compared OMol25 entry of this formula, charge and spin) is 194.7 kJ/mol.

***

No. 3
DFT (wB97M-V/def2-TZVPD) results for one molecule with the formula C18H22N8O3.

Geometry (Å):
C 0.38731 1.38744 0.16819
C 0.32939 -0.10608 -0.14125
C -0.24476 -0.86833 1.07429
O 0.17803 -0.41327 2.32714
C -0.64488 -0.42358 -1.31346
N -0.05962 -0.57888 -2.63239
C 0.47328 0.42374 -3.36368
O 0.53187 1.58865 -3.00496
C 1.03864 -0.02128 -4.67713
C 1.65930 0.89552 -5.44496
N 2.23560 0.45636 -6.60627
C 2.94604 1.04498 -7.60801
N 3.28785 0.14741 -8.49511
N 2.81362 -1.06301 -8.10129
C 2.18828 -0.87255 -6.96413
C 1.50139 -1.76590 -6.09242
N 0.94552 -1.35817 -5.00119
N 1.64688 -0.61944 -0.53234
C 2.73139 -0.75062 0.24870
O 2.75554 -0.55379 1.45802
C 3.98531 -1.25632 -0.46552
C 4.11681 -0.89525 -1.90424
C 3.83545 -1.57756 -3.05578
N 4.11900 -0.80912 -4.15907
C 4.56971 0.32060 -3.67793
N 4.58037 0.33591 -2.32030
C 5.02789 1.39340 -1.46050
C 4.71096 2.80798 -1.83250
C 4.00911 2.16101 -0.67229
H -0.58565 1.71750 0.53672
H 1.11632 1.58025 0.95332
H 0.62776 1.95587 -0.72638
H -1.33060 -0.73855 1.05269
H -0.03522 -1.93826 0.92790
H 1.15161 -0.42754 2.31359
H -1.15024 -1.36667 -1.10243
H -1.39990 0.36391 -1.33840
H -0.05200 -1.48603 -3.07517
H 1.73007 1.93830 -5.17627
H 3.17457 2.09605 -7.64590
H 1.44478 -2.81394 -6.36057
H 1.79525 -0.77030 -1.52018
H 4.83198 -0.90017 0.12068
H 3.97662 -2.34444 -0.37167
H 3.45525 -2.58308 -3.14860
H 4.91157 1.16285 -4.25876
H 5.98577 1.20171 -0.99403
H 5.47048 3.55042 -1.63736
H 4.12418 2.97377 -2.72470
H 2.97456 1.88969 -0.82865
H 4.26906 2.45505 0.33390

Its total charge is 0. The value obtained for the total energy is -37086.543 eV. The orbital gap is 8.9 eV. Its HOMO energy is -9.065 eV. The value obtained for the relative energy (zero: lowest compared OMol25 entry of this formula, charge and spin) is 17.6 kJ/mol. The SMILES is C[C@@](CO)(CNC(=O)c1cn2cnnc2cn1)NC(=O)Cc1cncn1C1CC1.

***

No. 4
DFT (wB97M-V/def2-TZVPD) results for C24H42O2P2Ru as an isolated structure at a distorted geometry.

Geometry (Å):
Ru -0.04911 -1.33247 0.98409
C 1.41532 -0.13892 3.53118
C 0.04454 -0.33367 3.15019
C 1.17229 -2.38912 3.05009
C 2.07838 -1.37390 3.48466
C -0.14352 -1.76863 2.92795
C 2.03088 1.11891 4.04981
H 1.42911 1.99950 3.77108
H 3.05064 1.27836 3.67248
H 2.10092 1.11006 5.14344
C 3.47155 -1.66936 3.93813
H 3.97967 -0.74868 4.27044
H 4.05327 -2.11792 3.13294
H 3.47911 -2.36275 4.78281
C 1.44859 -3.81125 3.01197
H 1.70534 -4.16848 4.02164
H 2.28187 -4.04003 2.33930
H 0.55033 -4.35307 2.67673
C -1.45547 -2.45777 2.76140
H -1.92684 -2.55128 3.73891
H -1.32536 -3.42048 2.28017
H -2.10453 -1.84584 2.09658
C -1.06872 0.61368 3.44284
H -1.55124 0.38249 4.41056
H -1.82386 0.51995 2.66245
H -0.72322 1.65414 3.48931
C 2.09774 1.14048 -0.35857
C 1.49515 2.02473 0.49927
C -0.01302 2.35561 0.47029
C -1.21135 1.51768 -0.14046
C -1.20601 0.04516 -0.37042
C -0.83613 -0.65218 -1.68410
C 0.67444 -0.55755 -2.12041
C 1.56594 0.67625 -1.70980
H -0.05005 3.25481 -0.18086
H -1.48671 2.10298 -1.05898
H -0.34639 2.67812 1.47099
H 1.12266 1.63289 -2.09970
H 2.93868 0.49514 0.00407
H 1.85683 2.03651 1.56420
H 2.44829 0.49795 -2.35520
H 1.09496 -1.53603 -1.81919
H -0.97548 -1.75085 -1.49262
H 0.75317 -0.60191 -3.23419
H -2.10201 1.73310 0.50256
H -2.08196 -0.45242 0.12290
P -0.61321 2.12428 -3.01215
C 0.44303 2.74488 -4.38259
C -1.84307 3.48453 -3.12441
P -2.18810 -0.35468 -2.76568
C -1.49693 0.82991 -3.93470
C -3.67323 0.36368 -2.12542
C -2.56664 -1.80922 -3.69615
H 1.05640 2.00153 -4.87677
H 1.12971 3.53405 -4.00177
H -0.14794 3.23699 -5.15908
H -2.06931 3.72088 -4.16999
H -1.38310 4.39539 -2.69644
H -2.78353 3.30072 -2.60873
H -2.90549 -1.44842 -4.67325
H -3.33380 -2.37509 -3.18806
H -1.64978 -2.42542 -3.82149
H -0.78397 0.33535 -4.62163
H -2.31475 1.25437 -4.52367
H -4.32038 -0.47640 -1.83647
H -4.12472 0.86466 -3.02138
H -3.59401 1.07008 -1.31158
O 3.62932 -2.88888 0.86887
C 2.87375 -2.18531 0.19408
O 1.55619 -2.19238 0.28838
H 3.24489 -1.53943 -0.63082

Its total charge is +2. The value obtained for the total energy is -50801.687 eV. The orbital gap (alpha / beta) is 6.0 / 5.6 eV. Its HOMO energy (alpha / beta) is -13.552 / -13.778 eV. Its expectation value of S² is 6.220. As for the spin multiplicity: 5. The value obtained for the relative energy (zero: lowest compared OMol25 entry of this formula, charge and spin) is 128.9 kJ/mol.

***

> Look up the total energy of the third one.

-37086.543 eV